*a*
ORCA calculation (ωB97M-V/def2-TZVPD) on a single C3H6N4 molecule.

Atoms and positions in Å:
N -1.56 0.94 -0.04
N 1.94 -0.60 0.14
N -2.39 -0.99 -0.01
N -2.68 0.23 0.20
C -1.07 -1.16 -0.23
C -0.41 0.11 -0.21
C 1.03 0.52 -0.19
H 1.68 -1.03 1.04
H 2.89 -0.25 0.09
H 1.31 1.02 -1.13
H -1.40 1.92 0.17
H 1.16 1.34 0.59
H -0.50 -2.07 -0.41

The value obtained for the LUMO energy is 0.714 eV. As for the structure (SMILES): NCc1cnn[nH]1.

natural (NBO) population analysis, charges in e, atoms 1 to 5: -0.355 -0.832 -0.239 -0.040 -0.127

*b*
ORCA calculation (ωB97M-V/def2-TZVPD) on a single C3H6N4 molecule.

Atoms and positions in Å:
N 0.26 -0.62 -1.19
N -1.73 -1.39 -0.57
N -0.74 0.25 0.70
N 0.84 1.78 1.49
C 1.24 0.28 -0.53
C 0.50 0.90 0.62
C -0.71 -0.55 -0.39
H -2.64 -1.39 -0.05
H -1.00 0.05 1.71
H 2.14 -0.44 -0.22
H 1.82 1.97 1.20
H 1.62 1.02 -1.29
H -1.62 -1.85 -1.48

The value obtained for the LUMO energy is 0.817 eV. As for the structure (SMILES): [H]/N=C1\CN=C(N)N1.

natural (NBO) population analysis, charges in e, atoms 1 to 5: -0.527 -0.815 -0.647 -0.654 -0.339

Relative to the most stable one, in hartree, the structures come out at *a* 0.0373; *b* 0.0000.

*a*
ORCA calculation (ωB97M-V/def2-TZVPD) on a single C3H6N4 molecule.

Atoms and positions in Å:
N -1.73 -0.07 -1.82
N -0.56 0.71 0.16
N 1.33 -0.56 0.24
N 0.66 0.53 2.39
C 0.66 -0.87 -0.96
C -0.51 -0.23 -0.92
C 0.54 0.27 0.89
H -1.51 1.09 0.51
H -1.68 0.26 -2.81
H 1.68 0.18 2.49
H 0.96 -1.59 -1.65
H -2.42 -0.77 -1.86
H 0.92 1.54 2.52

The value obtained for the LUMO energy is 0.929 eV. As for the structure (SMILES): Nc1cnc(N)[nH]1.

natural (NBO) population analysis, charges in e, atoms 1 to 5: -0.897 -0.585 -0.501 -0.813 -0.120

*b*
ORCA calculation (ωB97M-V/def2-TZVPD) on a single C3H6N4 molecule.

Atoms and positions in Å:
N 0.34 2.37 0.79
N 0.67 -2.22 -0.61
N 0.70 0.10 0.16
N -1.34 0.86 -0.02
C -0.13 1.12 0.32
C 0.00 -0.98 -0.38
C -1.27 -0.42 -0.51
H -0.46 2.97 1.08
H 0.24 -2.97 -0.02
H 1.18 2.31 1.51
H 1.74 0.23 0.17
H -2.13 -0.92 -0.87
H 0.47 -2.46 -1.62

The value obtained for the LUMO energy is 0.856 eV. As for the structure (SMILES): Nc1cnc(N)[nH]1.

natural (NBO) population analysis, charges in e, atoms 1 to 5: -0.839 -0.840 -0.551 -0.513 0.500

Relative to the most stable one, in hartree, the structures come out at *a* 0.0384; *b* 0.0000.

*a*
ORCA calculation (ωB97M-V/def2-TZVPD) on 2 unconnected molecules or ions with the total composition C3H10N3O.

Atoms and positions in Å:
O -1.67 0.29 -2.24
N -0.05 -1.36 -2.14
N 1.31 0.10 -0.13
N -0.56 1.34 2.88
C 0.36 0.78 2.01
C -1.35 -0.87 -2.03
C 0.26 0.79 0.63
H 1.59 0.69 -0.92
H 2.14 -0.13 0.53
H -1.98 -1.70 -1.67
H 0.06 -2.32 -2.44
H 1.19 0.29 2.52
H -0.74 0.66 3.64
H -1.47 1.71 2.52
H 0.53 -0.71 -2.64
H -0.52 1.24 0.02
H 0.90 -0.78 -0.54

The value obtained for the LUMO energy is -3.360 eV. As for the total charge: +1.

natural (NBO) population analysis, charges in e, atoms 1 to 5: -0.550 -0.882 -0.710 -0.778 0.057

*b*
ORCA calculation (ωB97M-V/def2-TZVPD) on 2 unconnected molecules or ions with the total composition C3H10N3O.

Atoms and positions in Å:
O 1.43 0.49 0.50
N 3.43 -0.18 -0.35
N -1.21 1.28 0.85
N -2.43 0.31 -0.74
C -1.53 0.21 0.22
C 2.12 -0.01 -0.44
C -1.01 -1.09 0.41
H 1.70 -0.52 -1.33
H 4.10 -0.45 -1.11
H -0.01 -0.88 0.53
H -1.37 -1.65 1.27
H -1.30 -1.75 -0.42
H 4.04 0.11 0.49
H -2.90 -0.45 -1.25
H -2.82 1.21 -0.91
H -0.67 1.26 1.76
H -1.57 2.11 0.53

The value obtained for the LUMO energy is -2.833 eV. As for the total charge: +1.

natural (NBO) population analysis, charges in e, atoms 1 to 5: -0.693 -0.788 -0.677 -0.725 0.586

Relative to the most stable one, in hartree, the structures come out at *a* 0.0399; *b* 0.0000.

*a*
ORCA calculation (ωB97M-V/def2-TZVPD) on 2 unconnected molecules or ions with the total composition C6H8N2O2.

Atoms and positions in Å:
O -0.15 0.75 2.47
O -2.32 0.55 -1.60
N -1.24 1.16 0.40
N 0.02 1.33 -1.63
C 1.21 1.04 0.44
C -1.23 0.99 -1.03
C -0.10 1.02 1.21
C 1.21 1.14 -0.90
C -0.51 -1.41 0.19
C 0.46 -2.13 0.75
H 1.55 -2.07 0.40
H -2.21 0.91 0.88
H 2.21 0.34 0.93
H 0.10 0.67 -2.62
H -1.51 -1.71 0.30
H 2.34 0.86 -1.26
H 0.20 -2.82 1.57
H -0.03 -0.61 -0.51

The value obtained for the LUMO energy is 0.196 eV. As for the structure (SMILES): O=c1cc[nH]c(=O)[nH]1.C=C.

natural (NBO) population analysis, charges in e, atoms 1 to 5: -0.584 -0.608 -0.663 -0.634 -0.339

*b*
ORCA calculation (ωB97M-V/def2-TZVPD) on a single C6H8N2O2 molecule.

Atoms and positions in Å:
O -2.65 1.74 -0.37
O 2.88 -0.29 -0.89
N 2.66 1.07 0.70
N 0.28 -1.05 -0.01
C 0.59 0.21 -0.34
C 2.07 0.52 -0.37
C -0.36 1.20 -0.46
C -1.75 0.91 -0.23
C -2.05 -0.47 0.35
C -1.08 -1.52 -0.16
H -3.08 -0.75 0.11
H 2.28 1.96 0.99
H -1.20 -2.46 0.39
H 1.05 -1.70 0.12
H -1.98 -0.38 1.45
H -1.28 -1.72 -1.23
H 3.68 0.48 0.50
H -0.06 2.25 -0.55

The value obtained for the LUMO energy is 0.150 eV. As for the structure (SMILES): NC(=O)C1=CC(=O)CCN1.

natural (NBO) population analysis, charges in e, atoms 1 to 5: -0.561 -0.640 -0.821 -0.565 0.206

*c*
ORCA calculation (ωB97M-V/def2-TZVPD) on a single C6H8N2O2 molecule.

Atoms and positions in Å:
O 0.41 2.56 2.77
O -0.97 2.79 1.08
N 0.49 -0.70 -0.27
N -0.35 -0.60 2.09
C -0.63 -0.37 0.44
C -2.05 -0.78 0.05
C 0.70 -0.64 -1.51
C 2.06 -0.89 -2.15
C -0.40 0.52 1.57
C -0.34 2.05 1.81
H -1.97 -1.11 -1.01
H -2.75 0.11 0.16
H -2.38 -1.66 0.82
H 1.87 -1.69 -2.80
H 0.12 -0.14 -2.26
H 0.76 1.80 3.37
H 2.90 -1.21 -1.36
H 2.54 -0.03 -2.81

The value obtained for the LUMO energy is 0.368 eV. As for the structure (SMILES): C/C=N/[C@@]1(C)N=C1C(=O)O.

natural (NBO) population analysis, charges in e, atoms 1 to 5: -0.637 -0.538 -0.432 -0.265 0.200

*d*
ORCA calculation (ωB97M-V/def2-TZVPD) on 2 unconnected molecules or ions with the total composition C6H8N2O2.

Atoms and positions in Å:
O 0.80 -1.06 1.91
O 1.61 0.16 -0.36
N 4.28 -1.90 2.85
N 2.71 -2.75 -0.41
C 1.88 -1.94 1.99
C 2.40 -2.38 0.66
C 4.95 0.14 0.09
C 2.94 -1.36 2.91
C 4.09 -0.49 2.51
C 4.40 -0.10 1.14
H 0.93 -0.30 1.30
H 1.82 -0.44 -1.22
H 5.39 0.53 -0.81
H 2.54 -1.15 3.91
H 4.39 0.25 3.26
H 2.31 0.72 -0.02
H 4.69 -2.00 3.77
H 1.52 -2.86 2.46

The value obtained for the LUMO energy is 0.610 eV. As for the structure (SMILES): C#C[C@@H]1N[C@@H]1[C@@H](O)C#N.O.

natural (NBO) population analysis, charges in e, atoms 1 to 5: -0.708 -1.004 -0.558 -0.344 -0.004

Relative to the most stable one, in hartree, the structures come out at *a* 0.0923; *b* 0.0000; *c* 0.0683; *d* 0.0883.

*a*
ORCA calculation (ωB97M-V/def2-TZVPD) on 2 unconnected molecules or ions with the total composition C2H8N3S2.

Atoms and positions in Å:
S -5.71 0.09 0.98
S 1.09 -0.46 0.96
N 0.42 -1.57 -1.35
N 2.67 1.50 0.00
N 2.09 0.03 -1.39
C 1.73 1.32 0.95
C 1.15 -0.64 -0.78
H 0.84 1.95 0.82
H 0.43 -1.68 -2.39
H -0.21 -2.03 -0.68
H 2.01 0.28 -2.36
H 2.20 1.49 1.90
H -5.25 -0.48 1.97
H 3.38 0.74 -0.02
H -6.80 -0.53 1.39

The value obtained for the LUMO energy is -6.617 eV. As for the total charge: +1.

natural (NBO) population analysis, charges in e, atoms 1 to 5: -0.255 0.299 -0.728 -0.217 -0.545

*b*
ORCA calculation (ωB97M-V/def2-TZVPD) on 2 unconnected molecules or ions with the total composition C2H8N3S2.

Atoms and positions in Å:
S 0.23 2.37 -1.61
S -2.11 1.16 1.47
N -1.06 -1.56 -0.54
N 2.57 1.29 -1.12
N 0.74 -0.12 -0.80
C -0.53 -0.41 -0.81
C 1.24 1.17 -1.17
H -2.06 -1.68 -0.58
H -0.52 -2.37 -0.23
H 2.97 2.17 -1.39
H -3.16 1.09 2.27
H -1.29 1.51 2.45
H 3.20 0.54 -0.87
H 1.44 -0.81 -0.53
H -1.18 0.42 -1.12

The value obtained for the LUMO energy is -4.148 eV. As for the total charge: +1.

natural (NBO) population analysis, charges in e, atoms 1 to 5: -0.057 -0.332 -0.679 -0.753 -0.576

Relative to the most stable one, in hartree, the structures come out at *a* 0.1595; *b* 0.0000.